a) The following is a quantum chemistry calculation of a single C8H13N molecule, from the Open Molecules 2025 dataset.

```
! wB97M-V def2-TZVPD RIJCOSX def2/J DEFGRID3
* xyz 0 1
C -2.3666 -0.0625 0.4805
C -1.3313 0.5821 -0.5201
C -0.5440 1.8261 0.0530
C -0.6557 -0.5671 -1.2121
C 0.6072 -1.0847 -1.1651
C 1.8240 -0.7076 -0.3226
C 1.6214 -1.0588 1.1852
C 2.4154 0.6742 -0.3970
N 3.0236 1.6645 -0.3899
H -3.0550 -0.7273 -0.0363
H -3.1304 0.6916 0.8248
H -2.0142 -0.5586 1.3731
H -2.1434 0.9727 -1.1723
H 0.1555 1.5425 0.8858
H -1.3270 2.6368 0.3474
H 0.0930 2.2900 -0.7887
H -1.4774 -1.3809 -1.6488
H 0.7891 -2.1360 -1.6031
H 2.7091 -1.2873 -0.7345
H 2.4548 -0.5900 1.6525
H 0.7414 -0.5225 1.6679
H 1.6107 -2.1972 1.5203
*
```

- Gap between HOMO and LUMO: 10.3387 eV
- Lowest unoccupied orbital energy: 0.77 eV
- SMILES: CC(C)/C=C\[C@H](C)C#N
- E_HOMO: -9.6 eV



b) The following is a quantum chemistry calculation of a single C8H13N molecule, from the Open Molecules 2025 dataset.

```
! wB97M-V def2-TZVPD RIJCOSX def2/J DEFGRID3
* xyz 0 1
C -2.2944 0.4660 -1.2263
C -1.4651 1.2713 -0.6496
C -1.6271 2.7102 -1.0641
C -0.3195 0.8031 0.0982
C -0.2070 -0.0483 1.1094
C 1.1281 -0.4339 1.6115
N 2.4432 -0.2986 0.9554
C 1.9016 -1.6133 1.0740
C 1.2181 -2.3745 -0.1975
H -3.0809 0.5207 -2.0561
H -2.0925 -0.5766 -0.9524
H -2.5789 2.8630 -1.4141
H -0.6442 3.1590 -1.4790
H -1.4937 3.2445 -0.1163
H 0.6453 1.1739 -0.2088
H -0.9795 -0.5340 1.7213
H 1.1181 -0.3908 2.7067
H 2.2755 0.1242 0.0846
H 2.5156 -2.4008 1.5842
H 2.1329 -2.7994 -0.6185
H 0.9770 -1.5632 -0.9773
H 0.4273 -3.3026 0.0148
*
```

- Gap between HOMO and LUMO: 9.7293 eV
- Lowest unoccupied orbital energy: 0.97 eV
- SMILES: C=C(C)/C=C/[C@@H]1N[C@@H]1C
- E_HOMO: -8.8 eV



c) The following is a quantum chemistry calculation of a single C8H13N molecule, from the Open Molecules 2025 dataset.

```
! wB97M-V def2-TZVPD RIJCOSX def2/J DEFGRID3
* xyz 0 1
C 2.3318 -0.2328 -0.5935
C 0.8962 -0.5309 -0.6358
C 0.3112 -1.5102 0.3840
C -0.8318 -0.6259 0.7645
C -1.9059 -0.6954 -0.4390
N -1.4597 0.5543 -0.8988
C -0.9195 0.9850 0.2537
C 0.3752 1.7232 0.2726
C 1.3197 0.5673 0.3033
H 2.5585 0.2267 -1.5188
H 3.1816 -1.0475 -0.3513
H 0.5630 0.0186 -1.4750
H -0.2519 -2.4133 0.1371
H 0.8271 -1.5242 1.3494
H -0.9803 -0.4720 2.0653
H -1.7767 -1.6014 -1.1756
H -2.9727 -0.8800 -0.0536
H -2.1482 1.2674 -1.4818
H -1.5283 1.2686 1.1700
H 0.5661 2.4749 1.1873
H 0.5045 2.3800 -0.6288
H 1.3403 0.0674 1.3649
*
```

- Gap between HOMO and LUMO: 9.4114 eV
- Lowest unoccupied orbital energy: 1.03 eV
- SMILES: C1[C@H]2C[C@@H]3CN[C@@H]3C[C@H]12
- E_HOMO: -8.4 eV



Which structure loses on stability? c) does.



a) The following is a quantum chemistry calculation of 3 unconnected molecules or ions with the total composition C3H6ClN2, from the Open Molecules 2025 dataset.

```
! wB97M-V def2-TZVPD RIJCOSX def2/J DEFGRID3
* xyz 1 1
C -0.7818 1.9577 0.5103
C 1.9182 0.9086 -0.8331
C 2.7361 0.1199 -0.4673
N -1.2493 0.9327 0.4567
N -1.5132 -1.5528 0.0774
Cl 3.9268 -0.7267 0.2557
H -0.3163 2.9020 0.5736
H 1.1423 1.5950 -1.0530
H -1.6353 -0.4380 -0.0079
H -1.4130 -1.6490 1.0750
H -0.6218 -2.0351 -0.0832
H -2.1927 -2.0141 -0.5042
*
```

- Gap between HOMO and LUMO: 9.8334 eV
- Lowest unoccupied orbital energy: -3.47 eV
- E_HOMO: -13.3 eV



b) The following is a quantum chemistry calculation of a gas-phase ion, C3H6ClN2 (charge +1), from the Open Molecules 2025 dataset.

```
! wB97M-V def2-TZVPD RIJCOSX def2/J DEFGRID3
* xyz 1 1
C 0.5248 0.6886 2.0415
C 0.2647 -0.2426 0.9792
Cl 0.8092 -1.9343 1.0941
N -0.1086 0.2413 -0.0829
C -0.3427 -0.6547 -1.4325
N -0.9812 -0.0353 -2.3455
H 1.2083 0.2959 2.6218
H -0.4666 0.9567 2.5196
H 0.9037 1.7057 1.6271
H 0.2551 -1.5562 -1.6201
H -1.0259 -0.4676 -3.2166
H -1.0409 1.0023 -2.1858
*
```

- Gap between HOMO and LUMO: 9.6914 eV
- Lowest unoccupied orbital energy: -5.69 eV
- SMILES: C/C(Cl)=N/C=[NH2+]
- E_HOMO: -15.4 eV



Which structure loses on stability? a) does.



a) The following is a quantum chemistry calculation of a single C11H13PS molecule, from the Open Molecules 2025 dataset.

```
! wB97M-V def2-TZVPD RIJCOSX def2/J DEFGRID3
* xyz 0 1
C 0.4907 -0.4617 -1.6328
C 0.3766 -0.2399 -0.3343
C 0.2488 1.0673 0.3155
C 1.2033 2.0048 0.0435
C 2.2965 1.7094 -1.0054
C -0.6905 1.3361 1.3567
C -1.9678 1.0183 1.2305
C -2.6859 0.4045 0.0628
S -3.9195 1.4671 -0.4584
C -2.5496 -0.9886 -0.4217
P -1.5377 -2.2065 -0.0329
C 0.0300 -1.3609 0.6639
C 1.0896 -2.5254 0.8080
H 0.5522 -1.5319 -1.8992
H 0.7700 0.2337 -2.3957
H 1.0880 2.9660 0.5225
H 3.3536 2.2464 -0.9526
H 2.0270 1.8059 -2.0589
H 2.5027 0.6435 -0.8245
H -0.2208 1.8463 2.1624
H -2.7621 1.2115 1.9957
H -3.5202 -1.3167 -0.9423
H -0.2238 -0.8786 1.5912
H 1.3135 -3.0121 -0.1839
H 0.6001 -3.3406 1.3652
H 2.1352 -2.0978 1.0249
*
```

- Gap between HOMO and LUMO: 6.9065 eV
- Lowest unoccupied orbital energy: -1.42 eV
- SMILES: C=C1C(=C\C)/C=C\C(=S)/C=P\[C@H]1C
- E_HOMO: -8.3 eV



b) The following is a quantum chemistry calculation of a single C11H13PS molecule, from the Open Molecules 2025 dataset.

```
! wB97M-V def2-TZVPD RIJCOSX def2/J DEFGRID3
* xyz 0 1
C 1.1531 -1.7733 2.2996
C 0.8630 -1.5360 0.7809
C 1.6910 -2.3233 -0.2460
C 2.1780 -1.3632 -1.2840
C 1.9537 -0.0685 -1.0477
P 1.0992 0.3170 0.5138
S 2.0202 1.5282 1.7640
C -0.6616 1.1022 -0.1891
C -1.2755 0.6916 -1.3468
C -2.4201 1.3908 -1.8360
C -2.9728 2.3544 -1.0047
C -2.3765 2.7240 0.2457
C -1.2424 2.0964 0.6214
H 1.9064 -1.0001 2.5679
H 1.6019 -2.8155 2.4074
H 0.1347 -1.8216 2.8909
H -0.3000 -1.8760 0.6082
H 1.0756 -3.0912 -0.5899
H 2.4930 -2.8808 0.0532
H 2.5170 -1.7973 -2.1701
H 2.1407 0.7485 -1.7876
H -1.0062 -0.1511 -1.8741
H -2.8353 1.0096 -2.6862
H -3.8844 2.7365 -1.1911
H -2.9792 3.4243 0.8803
H -0.8736 2.3744 1.6201
*
```

- Gap between HOMO and LUMO: 9.3821 eV
- Lowest unoccupied orbital energy: 0.73 eV
- SMILES: C[C@@H]1CC=C[P@@]1(=S)c1ccccc1
- E_HOMO: -8.7 eV



Which structure loses on stability? a) does.



a) The following is a quantum chemistry calculation of a gas-phase ion, C8H12N (charge +1), from the Open Molecules 2025 dataset.

```
! wB97M-V def2-TZVPD RIJCOSX def2/J DEFGRID3
* xyz 1 1
C -0.1279 -1.5242 -0.7923
C -0.6208 -2.1652 0.2960
C -1.4526 -1.1918 1.1556
C -0.9259 -0.0257 1.5544
C 0.4892 0.2567 1.2725
C 0.7598 0.5840 0.0035
N 2.1888 0.4652 -0.4373
C -0.0459 1.2353 -1.0526
C -1.2151 1.7763 -0.7682
H 0.5517 -2.0522 -1.4302
H -0.5086 -0.7206 -1.3479
H -0.4327 -3.0291 0.8639
H -2.4794 -1.4678 1.4009
H -1.5328 0.6562 2.1502
H 1.2646 -0.0244 1.8377
H 2.0349 -0.2423 -1.1364
H 2.7000 0.3562 0.4366
H 2.5198 1.4440 -0.6776
H 0.3035 1.4769 -2.0207
H -1.6976 2.5719 -1.4738
H -1.7729 1.6209 0.1657
*
```

- Gap between HOMO and LUMO: 9.0288 eV
- Lowest unoccupied orbital energy: -3.75 eV
- SMILES: C=C/C=C\C=C(\[NH3+])C=C
- E_HOMO: -12.8 eV



b) The following is a quantum chemistry calculation of a gas-phase ion, C8H12N (charge +1), from the Open Molecules 2025 dataset.

```
! wB97M-V def2-TZVPD RIJCOSX def2/J DEFGRID3
* xyz 1 1
C -1.4787 0.3113 0.1560
C -2.6090 -0.1280 0.2741
C -0.2155 0.5640 0.1957
C 0.9693 1.1121 0.1184
C 1.9873 0.1449 0.6585
C -3.9346 -0.3901 -0.0846
C 1.2759 2.5122 -0.3886
C 1.2655 -2.0149 -0.6018
N 1.2156 -1.2118 0.6478
H 3.1003 0.2470 0.2284
H 2.0488 0.3196 1.6899
H -4.0846 -1.4284 0.1607
H -4.7781 0.3131 0.3603
H -3.9539 -0.3089 -1.1315
H 1.3904 2.9432 0.6209
H 0.4744 2.8929 -0.9744
H 2.1754 2.5876 -0.8847
H 0.4948 -2.8394 -0.3585
H 0.9503 -1.5040 -1.4585
H 2.2796 -2.4224 -0.6872
H 1.4269 -1.7002 1.4589
*
```

- Gap between HOMO and LUMO: 7.6631 eV
- Lowest unoccupied orbital energy: -5.61 eV
- E_HOMO: -13.3 eV



Which structure loses on stability? b) does.